The following is a quantum chemistry calculation of a structure of composition C2H6BrFSi at a distorted geometry, from the Open Molecules 2025 dataset.

Structure (XYZ):
```
11
Properties=species:S:1:pos:R:3
H 1.5152 -1.7068 -1.1552
C -0.8409 0.6416 1.1805
H -0.0192 -1.9378 -0.0993
F -0.3175 1.8244 -1.4404
C 0.4517 -1.5054 -0.9709
H -1.8868 0.6648 0.8082
H -0.7157 1.4545 1.8760
H -0.5596 -0.3089 1.6308
Si 0.2669 0.8041 -0.3317
Br 2.2435 1.4669 0.3876
H -0.1375 -1.3975 -1.8856
```

Output
Strongest force on any atom = 0.0824 Eh/bohr
Orbital gap = 9.89 eV
LUMO energy = 0.6 eV
HOMO energy = -0.3425 hartree

These are the Löwdin partial charges, in e, on atoms 1 to 5: -0.007 -0.243 -0.024 -0.199 -0.102


The following is a quantum chemistry calculation of a cluster of 2 separate species, C2H6Cl2N6 in total at a distorted geometry, from the Open Molecules 2025 dataset.

Structure (XYZ):
```
16
Properties=species:S:1:pos:R:3
C 0.2900 -2.0476 2.0801
C -0.4331 1.2221 -2.6478
H 0.2499 2.8129 -1.6419
H 1.2456 0.5762 2.4251
N -0.2961 0.5569 -1.5701
H -0.5629 -3.5134 3.0755
H -0.4622 3.0816 -3.3715
N 0.2987 1.2495 -0.3273
N 0.6688 0.7757 0.6644
H -0.4638 -0.4406 -1.4534
Cl -1.1016 0.4321 -3.9699
Cl 0.8746 -2.7965 0.7020
H -0.6258 -2.0294 3.8791
N 0.7080 0.1903 1.6911
N -0.0921 2.5132 -2.6059
N -0.2980 -2.5830 3.0704
```

Output
Total charge = +2
Strongest force on any atom = 0.1139 Eh/bohr
Orbital gap (spin up / spin down) = 7.52 / 8.27 eV
LUMO energy (spin up / spin down) = -9.4 / -9.3 eV
HOMO energy (spin up / spin down) = -0.6210 / -0.6468 hartree

These are the Löwdin partial charges, in e, on atoms 1 to 5: -0.515 -0.813 0.157 0.134 0.082


The following is a quantum chemistry calculation of a structure of composition C2H6Cl2NO3Sn2 at a distorted geometry, from the Open Molecules 2025 dataset.

Structure (XYZ):
```
16
Properties=species:S:1:pos:R:3
H -0.2416 0.5069 -0.0589
C 1.8656 3.1239 1.3109
H 0.0585 -2.9760 -2.4357
H 1.2845 2.5739 0.5807
O -1.1918 -2.5895 0.2317
N -1.3598 -2.7121 -1.0014
O -0.6978 0.5396 0.7949
Sn -3.1728 1.2976 0.1928
H 0.4386 -1.6940 -1.3730
Cl 2.6471 1.9788 2.4391
C -0.3917 -2.1126 -1.9401
O -2.3098 -3.2664 -1.4633
Cl 3.0773 4.1151 0.5248
Sn -0.5051 -1.2543 2.9644
H 1.2712 3.8411 1.8677
H -0.7722 -1.3722 -2.6345
```

Output
Total charge = +3
Strongest force on any atom = 0.0633 Eh/bohr
Orbital gap = 3.23 eV
LUMO energy = -15.0 eV
HOMO energy = -0.6684 hartree

These are the Löwdin partial charges, in e, on atoms 1 to 5: -0.041 -1.038 0.135 -0.010 -0.127


The following is a quantum chemistry calculation of the ion C2H6Cl3NP with charge +1 at a distorted geometry, from the Open Molecules 2025 dataset.

Structure (XYZ):
```
13
Properties=species:S:1:pos:R:3
Cl 2.3273 -0.7857 1.8955
H -0.2441 2.0570 0.5457
H -1.9294 -0.8308 -0.6773
Cl 2.1792 -1.1784 -1.5124
Cl 2.2781 1.7871 -0.3169
H -0.8727 -1.7780 0.3825
H -1.0966 0.8275 1.4943
N -0.1305 0.1129 -0.2546
H -0.5180 -1.6432 -1.3526
C -0.8390 1.1490 0.4845
P 1.5012 0.0183 -0.1524
C -0.8946 -1.1085 -0.4798
H -1.7609 1.3729 -0.0564
```

Output
Total charge = +1
Strongest force on any atom = 0.0701 Eh/bohr
Orbital gap = 9.26 eV
SMILES = C[N+](C)=P(Cl)(Cl)Cl
LUMO energy = -5.8 eV
HOMO energy = -0.5545 hartree

These are the Löwdin partial charges, in e, on atoms 1 to 5: 0.159 0.059 0.107 0.512 0.503


The following is a quantum chemistry calculation of a cluster of 2 separate species, C2H6Cl3PSi in total at a distorted geometry, from the Open Molecules 2025 dataset.

Structure (XYZ):
```
13
Properties=species:S:1:pos:R:3
H 0.7507 1.3465 1.4637
Si 0.6474 -0.7104 0.1989
Cl -2.5127 1.5628 -0.1588
H 0.7959 -0.6982 -2.4057
P -3.3572 -0.0175 0.9177
H 2.1869 0.7013 1.4214
H -0.4663 0.4074 -1.8576
H 1.2932 0.7106 -1.7339
Cl 1.6654 -2.4256 0.2888
C 1.2082 0.4651 1.5945
Cl -3.6710 -1.1659 -0.7250
H 0.8720 -0.1355 2.5468
C 0.5875 -0.0405 -1.5509
```

Output
Strongest force on any atom = 0.1058 Eh/bohr
Orbital gap (spin up / spin down) = 8.18 / 5.57 eV
LUMO energy (spin up / spin down) = -0.3 / -1.5 eV
HOMO energy (spin up / spin down) = -0.3132 / -0.2588 hartree

These are the Löwdin partial charges, in e, on atoms 1 to 5: -0.042 0.162 -0.028 0.023 0.049


The following is a quantum chemistry calculation of a cluster of 2 separate species, C2H6ClISi in total at a distorted geometry, from the Open Molecules 2025 dataset.

Structure (XYZ):
```
11
Properties=species:S:1:pos:R:3
H -2.6444 1.6164 0.4466
I 1.8517 2.3637 -0.6520
H 2.3439 -3.0393 0.2035
Si -0.1209 1.7300 0.6601
H 0.6812 -2.1094 0.3895
H -1.8915 1.9508 -1.0844
H 1.8041 -1.9006 -1.0766
Cl 0.0934 0.2018 1.9490
C -1.8150 1.3126 -0.2305
H -1.8883 0.2525 -0.4211
C 1.5857 -2.3784 -0.1842
```

Output
Strongest force on any atom = 0.0381 Eh/bohr
Orbital gap (spin up / spin down) = 7.79 / 7.69 eV
LUMO energy (spin up / spin down) = 0.2 / -1.1 eV
HOMO energy (spin up / spin down) = -0.2801 / -0.3234 hartree

These are the Löwdin partial charges, in e, on atoms 1 to 5: 0.029 0.330 -0.019 -0.249 -0.041


The following is a quantum chemistry calculation of a structure of composition C2H6ClMgO at a distorted geometry, from the Open Molecules 2025 dataset.

Structure (XYZ):
```
11
Properties=species:S:1:pos:R:3
H 1.3523 0.9496 0.1896
H -0.1683 0.4272 -0.3565
Cl -0.3925 0.2486 -5.5936
Mg -0.3764 -3.0122 -4.7309
C 0.0615 0.2363 1.8272
H 0.8363 0.2840 2.5924
H -0.3774 -0.6975 2.1785
O -0.9444 1.2737 1.9441
H -1.7148 0.9005 1.5096
H 1.1078 -0.7728 0.0866
C 0.6159 0.1627 0.3529
```

Output
Total charge = +1
Strongest force on any atom = 0.0455 Eh/bohr
Orbital gap = 3.11 eV
LUMO energy = -9.3 eV
HOMO energy = -0.4551 hartree

These are the Löwdin partial charges, in e, on atoms 1 to 5: 0.066 0.057 -0.253 1.251 -0.282


The following is a quantum chemistry calculation of a cluster of 2 separate species, C2H6ClN3P2 in total at a distorted geometry, from the Open Molecules 2025 dataset.

Structure (XYZ):
```
14
Properties=species:S:1:pos:R:3
P -0.9592 2.0489 -0.1067
N -1.8577 0.6911 -0.0510
P 1.6289 0.6963 0.3174
H 1.4019 -1.7296 -1.8007
H 1.5831 -0.1102 2.3352
H 0.8136 -1.8159 -0.1254
C -2.7380 -0.1527 0.2159
C 0.7683 -1.2277 -1.0990
H -0.2547 -1.0768 -1.3131
H -3.0112 -0.5063 1.2084
N 2.0998 0.4625 1.8197
N 0.6225 2.0003 -0.1856
Cl 3.2726 1.2501 -0.6187
H -3.3699 -0.5299 -0.5965
```

Output
Strongest force on any atom = 0.1153 Eh/bohr
Orbital gap (spin up / spin down) = 8.11 / 8.11 eV
LUMO energy (spin up / spin down) = -0.6 / -0.6 eV
HOMO energy (spin up / spin down) = -0.3186 / -0.3187 hartree

These are the Löwdin partial charges, in e, on atoms 1 to 5: 0.769 -0.302 0.214 -0.020 -0.118